Entry from the Open Molecules 2025 dataset: 8 unconnected molecules or ions with the total composition C28H40ClFO28S2 in a non-equilibrium geometry (ωB97M-V with the def2-TZVPD basis set).

Geometry as XYZ:
```
100
Properties=species:S:1:pos:R:3:forces:R:3:mulliken_charge:R:1
S 1.009005 0.584351 -2.300958 -0.2716 2.7184 -4.1617 1.312
H -2.948035 3.472004 -0.525733 0.2504 -0.5190 -0.8046 0.272
H 4.857680 1.728380 0.679909 0.0300 -0.0328 0.0438 0.239
H -3.180664 -1.521955 -0.912696 1.1117 0.5930 0.2086 -0.196
H -1.669049 -0.652570 2.697491 0.8576 0.3191 -0.0243 0.460
S -0.263202 0.945271 1.430218 0.8698 5.4785 3.4436 1.206
O -6.040922 -1.910179 0.457338 0.0899 -0.1040 -0.1249 -0.517
H -1.865396 -6.708346 2.114640 0.0728 -0.0497 -0.1566 0.286
H -0.477872 -7.614617 2.753792 0.0265 0.0390 -0.0429 0.264
H 3.629782 0.638926 1.359240 0.0583 0.1313 0.1861 -0.286
O 0.991542 1.701691 5.130834 -0.0195 0.0737 0.4192 -0.094
C 6.505135 0.535927 2.590018 0.4360 0.0248 0.3250 0.570
C -5.844288 -2.945529 -0.091798 -0.1179 0.3521 0.2325 0.567
C -0.717355 -0.105925 2.898906 -0.2883 -0.6306 -0.5052 -1.143
C -2.507512 3.075558 -1.475037 -0.0250 0.3691 -0.7917 -0.926
O 0.545119 -0.029811 -3.566169 0.8022 -0.0852 4.0491 -0.605
C -3.155631 1.724400 -1.960158 -0.5786 0.7767 0.5129 -0.412
C 4.592915 3.738691 -6.719131 0.3090 -0.0923 -0.3526 0.622
O -1.200860 2.109054 1.377640 0.7076 -3.3572 -0.7740 -0.615
C -5.996127 -4.603920 -1.595176 -0.1856 -0.3072 -0.5431 -0.356
O 6.727981 -0.203379 1.471960 -0.1501 0.2549 0.2658 -0.354
H 5.025874 -1.297268 1.088872 0.0237 0.0458 0.0231 0.304
O -0.241881 0.819926 -1.223546 0.4366 -0.6844 -0.2838 -0.031
H 3.252190 2.555646 -4.575834 0.0222 0.0554 -0.0536 0.095
H -0.271404 3.631834 -8.466525 -0.0112 0.0516 0.0427 0.254
H -2.051577 -0.734407 -2.049266 0.1230 0.2127 1.0667 0.368
C 0.131426 4.586454 -8.118618 0.4452 -0.3758 -0.4117 -0.303
H 3.066026 5.537518 -5.226555 0.0142 -0.0559 -0.0216 0.219
H -4.464530 0.317508 -0.867881 1.1270 0.1383 0.0514 0.386
O -6.680040 -3.503888 -1.005071 0.2233 0.0986 0.2674 -0.341
H -0.638872 -4.645863 2.032839 -0.0001 -0.0601 0.0182 0.023
O -2.842483 -4.390200 4.413080 0.2062 0.0278 0.0435 -0.515
C -0.736902 5.752222 -8.498547 -0.0564 0.3215 -0.5274 -0.363
O 1.112052 -5.626547 1.568854 -0.1731 -0.3222 -0.2128 -0.319
O 1.095047 1.492770 1.703860 -1.3000 -2.1897 -1.1079 -0.588
O -2.356637 -4.027098 6.584404 0.0865 0.1409 -0.4101 -0.337
H 0.178886 -5.402910 3.415995 0.1609 0.0331 -0.1242 0.180
O 5.253600 1.066232 2.588136 0.2555 -0.2257 -0.0216 -0.272
H -1.607688 -2.930014 8.185673 -0.1559 -0.1250 -0.0936 0.301
H -0.478668 -4.071135 7.425453 -0.0418 0.0175 -0.0459 0.270
O -1.649887 5.835459 -7.407103 0.2212 -0.2208 0.1917 -0.331
C 4.699595 0.838077 1.294250 -0.7060 0.2806 -0.3281 0.342
C 3.640192 4.662765 -4.909151 -0.1322 0.4197 0.4228 -0.302
H 1.154251 4.690612 -8.479193 0.0026 -0.0582 0.2217 0.302
C 5.478868 -0.345341 0.798562 -0.1027 -0.4036 -0.4244 -0.317
H -1.266630 5.591720 -9.436750 -0.1365 0.0451 0.1615 0.307
C 0.996840 -0.979266 -0.326940 1.7556 -2.3401 -0.0868 0.727
C -0.893037 -2.302094 6.237657 0.3264 0.6352 0.1189 -0.208
O 3.410190 3.090316 -6.557615 0.2942 0.3253 -0.0520 -0.362
C -2.211437 -3.827281 5.250874 -0.3241 -0.2325 -0.1902 0.528
O -1.491268 -0.824836 0.047335 1.2206 0.9398 -1.5945 -0.013
O 7.301483 0.698376 3.458347 -0.1933 -0.0265 -0.1456 -0.528
C -1.053167 5.256712 -6.333840 -0.2846 0.0552 0.5052 0.565
O 1.589861 1.911247 -2.616344 -0.7004 -3.3649 2.4440 -0.523
O -0.344358 -7.128435 0.758957 0.2736 0.2428 -0.0283 -0.335
H -1.461649 -1.376433 6.359356 0.0109 -0.0562 -0.0078 0.267
H -5.531160 -4.272529 -2.527542 0.0018 0.0077 0.0560 0.269
H -6.685859 -5.418175 -1.813863 -0.1046 0.1784 0.0557 0.297
H -3.218490 1.009965 0.213673 -0.0643 0.0564 -0.9342 0.282
H 3.281663 1.737471 6.754862 -0.0517 0.0250 -0.0175 0.264
H -5.377767 -5.683966 0.182285 -0.0155 0.0649 -0.0200 0.268
C 2.277182 2.284984 4.910530 0.4205 0.0256 -0.6962 -0.135
O -0.553834 1.975499 6.747881 0.1660 -0.0994 -0.0987 -0.540
C -0.070120 -5.519730 2.361944 -0.1208 0.5256 0.4279 0.179
O 0.088911 4.612931 -6.693563 -0.2105 0.2247 -0.0077 -0.207
Cl 0.704358 -2.659032 -0.960438 -0.5803 0.9930 0.3667 -0.096
C -2.468737 -0.654809 -1.012506 -2.8290 -0.1893 -0.5489 -0.167
O 4.834305 4.587535 -5.685830 -0.1013 -0.2632 -0.2347 -0.336
C 0.843502 -6.499212 0.560817 0.3228 -0.0703 -0.3407 0.606
H -4.176233 1.993978 -2.357628 1.0076 -0.2653 0.3233 0.392
C -3.388400 0.646343 -0.829049 0.5981 -0.7518 -0.5973 -0.398
C 2.750839 2.580488 6.304507 0.5966 0.0926 0.1852 -0.386
F 1.791803 -1.211330 0.778968 -1.3977 1.0215 -0.7482 -0.224
O 5.323109 3.582567 -7.645664 -0.1475 0.0540 0.1583 -0.536
H 2.155817 3.187656 4.307350 -0.0458 -0.0592 0.0336 0.261
H 5.614826 -0.334436 -0.282322 0.1978 -0.0122 0.1033 0.313
O 1.899453 -0.396446 -1.280383 -2.1163 1.6621 -0.5299 -0.211
O 1.531618 2.790179 7.014208 -0.2983 -0.1765 -0.2473 -0.352
O -1.473743 5.304746 -5.222990 0.1135 -0.0285 -0.1946 -0.509
C -4.986560 -4.968220 -0.545401 0.4109 -0.5751 0.1203 -0.301
C -0.331725 -0.083561 -0.148650 0.7928 -0.8148 0.7427 -0.735
H -0.899244 0.571821 3.776183 0.5179 -0.2124 -1.1763 0.431
H 3.385714 3.464005 6.352345 -0.1701 0.0122 0.1302 0.319
H 2.932936 1.593533 4.382960 -0.2000 -0.0469 -0.0255 0.123
H -2.590779 1.328366 -2.848597 -0.4034 0.1602 0.9443 0.205
H -1.399526 3.041209 -1.342779 -0.9172 -0.1865 -0.0010 0.128
H 0.136197 -0.807037 3.096255 -0.8353 0.6709 -0.2530 0.316
O -4.748758 -3.725790 0.112939 -0.2766 0.1492 -0.2128 -0.176
H -0.176882 6.688895 -8.562765 -0.0113 -0.0477 0.0377 0.264
O -1.249793 -2.903225 4.992314 -0.1451 -0.2524 0.0943 -0.169
H 1.865053 3.461162 -5.214698 0.0747 -0.0879 -0.1722 0.238
C 0.552434 2.141783 6.337374 -0.3770 0.0362 0.2091 0.549
H 3.870089 4.757099 -3.848587 0.1727 0.0178 -0.1208 0.320
C -1.282199 -3.354089 7.236778 0.1879 -0.0645 0.6265 -0.397
O 1.555429 -6.687414 -0.372976 -0.1476 0.0824 0.1551 -0.536
C 2.950016 3.371255 -5.236910 -0.6044 -0.3683 0.4228 0.061
H 0.171060 -2.069510 6.266677 -0.0622 -0.0561 -0.2033 0.288
H -2.696285 3.830100 -2.293021 0.2222 -0.6007 0.8983 0.343
H -4.065152 -5.364434 -0.971216 0.0462 0.1638 0.1307 0.301
C -0.781570 -6.811019 2.077674 -0.5129 -0.2930 0.3466 -0.351
```
Forces are in eV/Å.

Summary:
Structure (SMILES): CCCCO[C@]1(S(C)(=O)=O)OS(=O)(=O)O[C@]1(F)Cl.O=C1OCCO1.O=C1OCCO1.O=C1OCCO1.O=C1OCCO1.O=C1OCCO1.O=C1OCCO1.O=C1OCCO1
Molecular weight: 943.18 u
HOMO: -10.773 eV
LUMO energy: -0.208 eV